Entry 1:
The following is a DFT calculation (ωB97M-V/def2-TZVPD) of C7H12N2 as an isolated structure at a distorted geometry.

The geometry in XYZ format:
```
21
Properties=species:S:1:pos:R:3:forces:R:3
C 0.400182 0.735396 0.507938 -2.73 -0.47 0.25
C 1.020379 -0.482665 1.248334 -1.18 0.64 1.35
C 0.633667 -0.586308 -0.160162 1.81 0.77 -1.83
C -0.795243 -0.930156 -0.607308 3.55 -2.63 -6.56
C -1.543977 -0.690145 0.474209 -5.73 -1.19 10.95
C -1.177405 0.752540 0.355665 0.77 1.44 2.70
C -1.404131 0.565398 -1.064285 1.49 -0.58 -3.64
H 1.108838 2.780876 0.579250 -0.42 -3.13 -1.74
H 1.990669 1.302385 -0.115946 -2.37 3.16 -0.76
H 0.354422 -0.961296 1.987086 1.26 0.36 -0.03
H 2.106101 -0.540054 1.256351 -0.35 0.19 1.03
H 2.326475 -1.738324 -0.622770 -0.74 3.29 -1.06
H 2.053381 -0.512606 -1.809461 -0.34 0.04 -1.55
H -0.899575 -1.982080 -0.944026 0.06 0.73 -1.15
H -2.734059 -0.877031 0.567869 2.74 0.39 -1.05
H -1.176840 -1.258044 1.497157 -1.21 1.22 -2.32
H -1.825946 1.525356 0.756215 0.53 0.28 0.85
H -2.456059 0.370752 -1.120802 -0.65 0.34 -1.14
H -0.947141 1.323738 -1.836969 -0.84 -1.79 1.36
N 0.957190 1.880885 -0.106413 5.57 0.53 2.13
N 2.009063 -0.678619 -0.841935 -1.22 -3.60 2.19
```
Positions in Å, forces in eV/Å.

Summary:
HOMO level	-8.35	eV
net charge	0
HOMO-LUMO gap	9.4	eV
DFT total energy	-383.20105	a.u.
energy above the lowest of the compared OMol25 structures with the same formula, charge and spin	139.4	kcal/mol

Atomic partial charges in e from the Löwdin method, atoms 1 to 8: -0.43 -0.01 -0.39 -0.21 -0.26 -0.26 -0.05 0.14

***

Entry 2:
The following is a DFT calculation (ωB97M-V/def2-TZVPD) of a 3-piece molecular cluster, C7H12N2O4PS overall at a distorted geometry.

The geometry in XYZ format:
```
27
Properties=species:S:1:pos:R:3:forces:R:3
C -0.526845 -3.702196 -0.618745 0.00 -0.01 -0.09
C 1.591682 -1.667982 1.234172 0.18 0.23 -0.22
C 0.148830 -2.004115 0.860828 -0.01 0.12 0.36
C -0.179872 -1.380618 -0.514854 -0.30 0.63 -0.15
C 1.084956 -0.733855 -1.087746 0.18 0.04 0.17
C -0.952424 4.018432 -0.545148 -0.32 0.19 0.15
C 0.471829 4.390789 -0.536487 0.18 -0.19 -0.07
N -0.039126 -3.414544 0.624070 0.14 0.03 0.29
N -0.650292 -2.514319 -1.271112 0.05 0.05 -0.20
O -1.426965 0.943328 0.611593 0.01 -0.57 0.30
O -0.804648 -4.802473 -1.046485 -0.16 -0.56 -0.20
O -1.526767 2.824144 2.205182 0.00 -0.11 1.01
O 0.934446 5.489394 -0.736580 0.05 0.11 0.00
P -1.436361 1.331948 2.069288 -0.09 0.81 -0.90
S 2.507540 -1.562552 -0.328604 0.03 -0.18 -0.01
H 1.643414 -0.698657 1.732687 -0.06 -0.07 0.10
H 2.048011 -2.436064 1.855422 -0.04 0.02 0.10
H -0.528443 -1.627310 1.636894 0.05 0.01 -0.13
H -0.950199 -0.601561 -0.405885 0.32 -0.37 -0.03
H 1.150758 -0.834050 -2.170200 -0.05 0.04 -0.01
H -1.117154 3.174743 -1.211037 0.01 -0.16 -0.06
H -1.210049 3.642492 0.459266 0.00 0.04 -0.17
H -1.591951 4.856660 -0.809365 0.01 0.11 -0.08
H 1.117611 0.320055 -0.811790 -0.13 0.03 -0.08
H 1.148316 3.538688 -0.310521 0.09 0.07 0.02
H -0.024659 -4.095650 1.360614 -0.09 -0.08 -0.17
H -0.881637 -2.454727 -2.245458 -0.03 -0.21 0.07
```
Positions in Å, forces in eV/Å.

Summary:
HOMO level	-5.23	eV
net charge	-1
HOMO-LUMO gap	8.0	eV
DFT total energy	-1424.11889	a.u.
energy above the lowest of the compared OMol25 structures with the same formula, charge and spin	0.0	kcal/mol

Atomic partial charges in e from the Löwdin method, atoms 1 to 8: -0.59 -0.42 -0.32 -0.32 -0.41 -0.08 -0.34 0.11

***

Entry 3:
The following is a DFT calculation (ωB97M-V/def2-TZVPD) of one molecule with the formula C7H12N2O5 at a distorted geometry.

The geometry in XYZ format:
```
26
Properties=species:S:1:pos:R:3:forces:R:3
C -1.680422 0.893882 0.240007 3.94 -0.21 5.68
C -0.142502 0.500941 0.089434 3.78 2.16 1.94
C -2.023650 0.347975 1.800935 1.94 1.34 1.96
C -1.042862 1.406008 2.710110 -0.75 0.76 2.05
C 1.734514 -0.534954 -1.175298 0.97 0.97 1.20
C 2.317547 -0.424209 -2.567100 -1.98 -2.20 -1.23
C 1.891195 -1.933476 -0.497535 0.34 1.87 -0.28
H -2.365662 -0.776890 -0.842485 -0.44 4.10 0.86
H -3.482282 0.592167 -0.233765 2.77 -1.20 -2.39
H -1.751434 2.003898 0.327257 0.21 -0.74 -0.26
H -1.387490 -0.599841 2.106144 -1.81 1.38 -1.02
H -3.227966 0.276218 2.270089 3.76 0.45 -1.70
H -0.288999 1.624850 4.504966 -2.95 -2.02 -1.62
H -0.189201 -0.351921 -1.939765 -0.87 0.45 0.27
H 2.546108 0.093713 -0.666244 -1.98 -0.11 0.16
H 1.373472 -1.842066 0.494006 1.42 -0.15 -0.53
H 2.968533 -2.167786 -0.635186 -0.72 -0.23 1.06
H 1.324917 -2.631472 -1.035202 -0.79 -1.21 -0.99
H 1.641233 -0.131413 -4.293253 0.49 0.04 -1.81
N -2.457431 0.382400 -0.707867 -6.06 -4.22 -2.30
N 0.295766 -0.073960 -1.104578 2.04 0.23 2.00
O 0.760180 0.845520 1.007507 -4.11 -2.84 -4.85
O -0.384503 2.398190 2.467311 -2.07 -1.30 -0.53
O -1.077087 1.024408 4.066265 2.56 1.51 -0.07
O 3.413980 -0.778201 -2.936009 -1.36 1.17 0.47
O 1.234046 -0.143982 -3.449745 1.65 0.01 1.92
```
Positions in Å, forces in eV/Å.

Summary:
HOMO level	-9.37	eV
net charge	0
HOMO-LUMO gap	9.8	eV
DFT total energy	-759.52954	a.u.
energy above the lowest of the compared OMol25 structures with the same formula, charge and spin	114.8	kcal/mol
SMILES	C[C@H](NC(=O)[C@@H](N)CC(=O)O)C(=O)O

Atomic partial charges in e from the Löwdin method, atoms 1 to 8: -0.42 -0.28 -0.01 -0.48 -0.25 -0.41 -0.01 0.18

***

Entry 4:
The following is a DFT calculation (ωB97M-V/def2-TZVPD) of a 2-piece molecular cluster, C7H12N2OS overall at a distorted geometry.

The geometry in XYZ format:
```
23
Properties=species:S:1:pos:R:3:forces:R:3
C 4.360970 -0.094023 -1.378706 2.21 0.95 -1.76
C 3.515358 -0.310595 -0.582022 -1.72 -0.21 1.68
C 1.237249 -0.480953 -0.321822 -2.46 1.77 2.50
C 0.234934 0.200314 0.284407 0.81 -0.43 -1.94
C -1.665580 -1.981081 -0.880525 -0.24 1.99 2.01
C -1.976301 -0.806416 0.096696 -2.14 -0.52 -1.92
C -1.766190 1.684615 -0.029062 1.86 3.47 3.04
N 2.474252 -0.363577 0.245764 1.71 -1.56 -1.20
N -1.076331 0.343540 -0.288523 -2.40 0.22 -0.67
O -0.782347 -1.851617 -1.668052 -0.12 -0.85 -0.87
S -0.428013 3.103204 -0.484965 -1.23 -1.38 0.23
H 5.122727 0.296798 -2.030842 -0.04 -0.43 -0.04
H 1.112775 -1.127106 -1.117643 0.03 -0.87 -1.79
H 0.350518 0.840966 1.094839 0.51 0.81 1.58
H -2.298678 -2.787748 -0.527061 0.05 -1.26 -1.03
H -3.091880 -0.492699 -0.130609 2.13 -0.57 0.98
H -1.808387 -1.292673 1.068590 -0.12 1.08 0.19
H -1.916749 1.865319 1.120863 0.50 -0.92 -2.09
H -2.743948 1.967778 -0.443946 0.49 -1.19 -0.72
H 2.739663 -2.275698 0.994330 -0.07 0.37 0.01
H 2.612001 0.044292 1.134742 0.01 0.63 1.43
H -1.027387 0.313784 -1.321738 0.38 -0.39 0.17
H -1.166498 4.038129 -1.148627 -0.13 -0.71 0.21
```
Positions in Å, forces in eV/Å.

Summary:
HOMO level (spin up / spin down)	-16.61 / -16.60	eV
net charge	+2
HOMO-LUMO gap (spin up / spin down)	8.5 / 5.3	eV
DFT total energy	-855.89574	a.u.

Atomic partial charges in e from the Löwdin method, atoms 1 to 8: 0.32 -0.10 -0.02 -0.01 -0.16 -0.04 -0.32 0.07

***

Entry 5:
The following is a DFT calculation (ωB97M-V/def2-TZVPD) of one molecule with the formula C7H12N2Se at a distorted geometry.

The geometry in XYZ format:
```
22
Properties=species:S:1:pos:R:3:forces:R:3
C -1.873354 -1.307990 -1.428229 -1.59 0.14 -1.03
C -0.570224 -0.812992 -1.308135 1.39 0.41 3.09
C -3.471623 -0.828787 0.365570 -0.39 -0.26 0.72
C 0.923387 1.766375 0.491666 -1.92 0.37 -2.03
C 2.201068 0.139468 -0.952220 -4.47 3.59 -0.80
C 1.575561 -0.405789 1.422590 -1.13 -2.84 0.80
C 1.021419 0.309022 0.161066 1.64 -2.46 -1.55
N -2.831825 -0.988367 -0.636795 0.28 -0.44 0.34
N -0.310751 -0.216772 -0.184114 0.90 0.32 -1.12
Se -4.803544 0.372957 0.751454 -0.52 0.66 0.32
H -2.105230 -1.898760 -2.269427 -0.45 -0.78 -0.78
H 0.123729 -1.240969 -2.029160 0.49 0.64 -0.14
H 0.348064 2.020750 1.350182 -0.85 -0.18 0.62
H 1.875631 2.088692 0.687238 2.46 1.07 0.46
H 0.542723 2.338811 -0.393833 0.19 -0.39 0.74
H 2.719587 -0.715650 -1.033121 1.11 -3.56 -0.23
H 1.922865 0.572284 -1.986352 0.34 -0.70 1.58
H 2.838300 0.803542 -0.491434 2.07 1.63 0.38
H 2.226842 0.219762 2.026914 -0.63 0.45 0.35
H 0.620943 -0.836192 1.903684 1.53 1.17 0.20
H 2.225565 -1.368818 1.396610 -1.05 1.41 -1.14
H -5.199123 -0.010575 2.155844 0.58 -0.23 -0.80
```
Positions in Å, forces in eV/Å.

Summary:
HOMO level	-7.63	eV
net charge	0
HOMO-LUMO gap	7.6	eV
DFT total energy	-2784.70476	a.u.

Atomic partial charges in e from the Löwdin method, atoms 1 to 8: -0.16 -0.15 -0.50 -0.07 -0.03 -0.07 -0.58 -0.06

***

Entry 6:
The following is a DFT calculation (ωB97M-V/def2-TZVPD) of an isolated ion of composition C7H12N3 and charge +1 at a distorted geometry.

The geometry in XYZ format:
```
22
Properties=species:S:1:pos:R:3:forces:R:3
C 0.032943 -1.722435 -0.840994 -2.13 1.42 0.98
C -1.269849 -1.411047 -0.403296 -1.86 2.37 1.31
C 1.109778 -1.187327 -0.309212 -0.64 -0.30 -0.17
C -0.135142 1.261896 -1.193361 0.69 -2.27 -1.24
C 1.269113 1.144606 -0.489078 -1.15 3.54 1.48
C -2.802551 0.217021 1.019253 -1.26 -4.54 -0.23
C 2.712374 -0.318560 1.076035 1.43 -1.41 -2.02
N -1.734363 -0.156802 -0.006417 2.51 1.60 0.60
N -1.214174 0.981778 -0.269401 0.17 0.15 -0.61
N 1.664684 -0.131012 0.036343 0.21 -1.51 1.03
H 0.034703 -2.551095 -1.416317 0.69 -2.59 -2.06
H -2.091143 -2.040257 -0.207999 -0.20 -1.66 -0.29
H -0.398802 2.268598 -1.454774 0.87 0.79 0.02
H -0.063179 0.748916 -2.269783 -0.56 0.25 2.37
H 1.970536 1.484066 -1.236719 0.61 0.27 0.23
H 1.229934 1.862135 0.475160 0.33 -1.36 -2.40
H -3.311470 1.088570 0.673185 0.22 0.66 0.18
H -3.535648 -0.639469 0.957333 0.40 0.84 0.09
H -2.439929 0.127712 2.064399 0.24 0.70 -0.93
H 3.010802 -1.468897 1.162407 -0.76 2.82 -0.26
H 3.484713 0.304693 0.653958 1.12 -0.29 0.17
H 2.476663 0.136903 1.979273 -0.94 0.51 1.74
```
Positions in Å, forces in eV/Å.

Summary:
HOMO level (spin up / spin down)	-12.07 / -12.06	eV
net charge	+1
HOMO-LUMO gap (spin up / spin down)	7.2 / 7.2	eV
DFT total energy	-437.73226	a.u.
energy above the lowest of the compared OMol25 structures with the same formula, charge and spin	166.9	kcal/mol

Atomic partial charges in e from the Löwdin method, atoms 1 to 8: -0.02 -0.02 0.03 -0.16 -0.10 0.03 0.04 -0.14